{"formula": "C4H9IN2", "method": "ωB97M-V/def2-TZVPD", "e_above_lowest_kcal_mol": 23.3, "lumo_energy_ha": -0.293, "total_energy_ev": -15353.5904, "fmax_ev_per_a": 4.5, "charge": 2, "smiles": "[NH3+]C1=C([C@H]([NH3+])I)C1", "homo_ev": -17.69, "gap_ha": 0.357, "species": ["N", "C", "C", "C", "N", "I", "C", "H", "H", "H", "H", "H", "H", "H", "H", "H"], "coordinates": [[0.724426, -2.508529, 0.246580], [0.853839, -0.901516, -0.005326], [0.103417, 0.079676, -0.461771], [-1.192397, 0.838513, -0.596965], [-1.088931, 1.973464, 0.335587], [-2.798059, -0.548401, -0.187995], [1.591870, 0.321707, -0.056568], [1.199275, -2.786654, 1.193635], [1.209367, -3.025180, -0.426074], [-0.244580, -2.803058, 0.012623], [-1.353241, 1.260531, -1.567906], [-1.884063, 2.668811, 0.333384], [-0.968193, 1.606697, 1.243910], [-0.254550, 2.505249, 0.171414], [2.172688, 0.369773, -0.949073], [1.929134, 0.948917, 0.714552]], "atomic_forces_ev_per_a": [[0.3601, 3.0751, 1.9433], [-3.6727, -2.5399, -0.3890], [0.4917, -1.2875, 1.8440], [0.5015, -1.6603, -0.4661], [-1.3698, 1.2767, -0.1805], [0.1579, 0.5726, 0.0122], [0.8938, 0.2312, -2.4413], [-1.7631, 0.4866, -1.7082], [1.8455, -0.7228, -1.7846], [0.1502, 0.3720, 1.3084], [-0.0093, -0.0221, -0.6861], [0.5546, -1.0144, -0.0783], [-0.2274, -0.3911, 1.8677], [0.8696, 0.6395, -0.5032], [1.0519, 0.5958, -0.2617], [0.1652, 0.3884, 1.5234]]}